A structure of composition C23H16BeO6P. Source: the OMol25 dataset; level of theory: wB97M-V/def2-TZVPD.

* net charge: +1
* E_LUMO (spin up / spin down): -0.2148 / -0.2369 hartree
* gap between HOMO and LUMO (spin up / spin down): 0.25313 / 0.20316 Eh
* electronic energy: -1693.26404 Eh
* ΔE to the lowest compared entry with this formula, charge and spin: 4.59 kcal per mole
* HOMO (spin up / spin down): -0.468 / -0.440 Ha

Last column: Löwdin charge in e.
Element x y z (Å)
O: -1.345 -3.421 -2.061  0.054
C: -0.650 -2.816 -2.744  0.006
Be: -0.250 1.032 0.442  0.277
O: 1.979 -1.170 1.214  0.153
C: 1.350 -0.535 0.358  -0.321
C: 1.526 0.964 0.211  -0.156
O: 2.480 1.676 0.090  0.194
C: -0.680 -0.336 -1.207  -0.082
O: -1.382 -0.750 -2.118  0.138
C: 0.486 -1.086 -0.716  -0.259
O: 0.767 -2.197 -1.255  0.093
H: -0.962 0.869 -0.655  0.150
O: -0.957 0.885 1.742  -0.273
P: -0.785 1.084 3.281  0.954
C: 0.775 1.920 3.540  -0.276
C: 1.955 1.162 3.588  -0.075
C: 3.193 1.798 3.669  -0.045
C: 3.263 3.193 3.670  -0.040
C: 2.090 3.952 3.588  -0.050
C: 0.846 3.323 3.538  -0.057
C: -2.225 2.011 3.778  -0.271
C: -2.992 1.619 4.892  -0.051
C: -4.147 2.326 5.231  -0.050
C: -4.551 3.425 4.461  -0.044
C: -3.790 3.815 3.353  -0.054
C: -2.636 3.110 3.005  -0.083
C: -0.738 -0.544 4.008  -0.295
C: -0.985 -1.686 3.233  -0.054
C: -0.834 -2.954 3.800  -0.045
C: -0.480 -3.091 5.147  -0.041
C: -0.278 -1.952 5.935  -0.051
C: -0.401 -0.681 5.370  -0.081
H: 1.907 0.073 3.532  0.111
H: 4.101 1.191 3.719  0.124
H: 4.235 3.690 3.730  0.121
H: 2.139 5.042 3.559  0.118
H: -0.074 3.907 3.485  0.104
H: -2.678 0.761 5.488  0.103
H: -4.731 2.020 6.101  0.118
H: -5.459 3.972 4.722  0.119
H: -4.092 4.677 2.756  0.117
H: -2.052 3.415 2.133  0.110
H: -1.277 -1.582 2.186  0.109
H: -0.991 -3.834 3.175  0.120
H: -0.363 -4.086 5.582  0.120
H: -0.016 -2.047 6.990  0.118
H: -0.230 0.208 5.981  0.122